C25H40Br6O13S | ωB97M-V with the def2-TZVPD basis set

```
85
Properties=species:S:1:pos:R:3:forces:R:3:mulliken_charge:R:1
O 6.490970 0.775591 -0.633336 -2.22 0.67 -1.43 -0.6085
C 5.561333 1.082352 -1.379662 2.19 -0.69 1.42 0.3285
O 5.735602 2.079161 -2.313195 0.42 -0.73 0.38 -0.3673
C 4.607536 2.206374 -3.152761 -2.02 -0.28 0.46 -0.0782
C 3.744388 0.940792 -2.843211 -0.54 1.48 -0.61 -0.3671
C 4.131566 0.537864 -1.431101 0.19 0.21 -0.78 0.7900
H 4.768179 2.410144 -4.211422 0.98 -0.70 0.01 0.3465
H 4.033859 3.096818 -2.895654 0.06 0.16 0.66 -0.0422
H 3.944045 0.181623 -3.599456 -0.04 -0.23 0.29 0.3038
H 2.700851 1.252042 -2.890743 -0.08 -0.34 -0.23 0.0812
H 3.883263 -0.511743 -1.273675 1.08 -0.14 0.16 0.0751
H 3.567363 1.011526 -0.627727 -0.10 0.57 -0.17 -0.4461
O -3.189769 -2.827170 0.338412 0.30 1.09 -0.93 -0.5961
C -3.648066 -1.705497 0.381503 0.00 -1.33 0.56 0.4494
O -3.466873 -0.715801 -0.517055 0.94 -0.40 -0.15 -0.2622
C -4.334048 0.392955 -0.201102 -0.59 -0.16 0.68 -0.3593
C -4.578692 0.225217 1.339305 -0.70 1.06 -1.11 -0.2578
C -4.546102 -1.254336 1.472554 -0.24 -0.16 0.95 -0.3028
H -5.184010 0.195063 -0.854169 -0.63 0.21 0.53 0.3111
H -3.970876 1.369660 -0.520879 0.73 -0.30 0.19 0.0673
H -5.539343 0.643403 1.639941 0.12 0.18 -0.04 0.4062
H -3.789591 0.674847 1.942006 -0.04 0.17 -0.31 0.0282
H -5.533651 -1.694849 1.335452 0.00 -0.16 -0.09 0.3186
H -4.162885 -1.574406 2.441480 -0.02 -0.24 -0.10 0.1566
O -5.644780 4.508463 -0.671052 4.90 1.26 0.94 -0.6421
C -4.424667 4.821625 -0.511016 -4.79 -2.06 -1.61 0.4648
O -3.592481 4.134125 0.307603 -2.66 -0.96 0.87 -0.2466
C -2.439628 4.876668 0.561668 0.51 0.25 -1.57 -0.0569
C -2.256527 5.432809 -0.852931 2.56 1.70 1.29 -0.0610
C -3.607026 5.829011 -1.297749 -0.89 -0.57 0.09 -0.4858
H -1.661987 4.177869 0.869979 -0.04 0.37 0.18 -0.0679
H -2.660751 5.675430 1.269610 0.26 -0.11 0.30 0.2850
H -1.787088 4.675762 -1.481110 0.00 0.14 -0.05 -0.0628
H -1.674502 6.348586 -0.749540 0.77 -0.20 -0.52 0.3373
H -3.662234 5.707762 -2.379575 -0.76 0.05 0.15 0.2633
H -3.914839 6.831417 -1.000179 0.14 0.07 -0.11 0.2975
O -2.207402 -1.816115 4.477886 -0.82 -0.81 -0.73 -0.6401
C -1.584405 -2.577519 3.774770 0.68 2.53 1.78 0.3800
O -2.011935 -3.748522 3.318946 -2.20 1.01 0.83 -0.3409
C -1.028905 -4.360598 2.615340 3.01 -1.52 -1.79 0.0151
C 0.283487 -3.756060 3.181145 0.60 -0.19 -0.86 -0.4110
C -0.102534 -2.297676 3.477979 -1.28 -1.99 1.01 0.5712
H -1.072686 -4.220337 1.535293 -0.48 0.57 -0.15 -0.2506
H -1.108896 -5.443570 2.709616 0.06 0.02 0.48 0.3841
H 1.186161 -3.835767 2.575413 -0.24 -0.24 -0.50 0.1576
H 0.518716 -4.330499 4.077121 -0.03 0.45 0.38 0.3493
H -0.073705 -1.513565 2.721384 0.53 -0.41 0.09 -0.5399
H 0.321668 -2.019119 4.442629 0.02 0.61 -0.37 0.2883
O -2.551626 -6.205772 -3.315834 0.44 -0.05 -0.05 -0.6333
C -2.162428 -5.143591 -2.906623 -3.18 0.02 -1.48 0.4165
O -1.262633 -4.977366 -2.009346 1.17 -1.62 1.72 -0.3757
C -0.967737 -3.639410 -1.806340 3.57 0.99 0.90 0.6756
C -1.725787 -2.788277 -2.765298 -1.52 0.49 0.45 0.3004
C -2.793841 -3.776684 -3.195289 -0.03 -0.75 -1.79 -0.5464
H 0.099578 -3.644904 -2.027544 0.37 0.62 -0.22 0.3625
H -0.945627 -3.364338 -0.751844 -1.05 -0.15 -0.02 -0.7224
H -1.136696 -2.466566 -3.624118 0.04 -0.07 0.12 0.3195
H -2.151002 -1.919804 -2.262276 0.15 0.05 -0.11 -0.3287
H -2.979284 -3.700372 -4.266683 -0.10 -0.12 -0.03 0.3685
H -3.785916 -3.835023 -2.747554 0.20 0.58 0.51 0.2092
O 2.475008 1.608898 1.841794 0.97 -2.40 0.54 -0.4487
S 3.138337 0.494644 2.533200 0.53 -1.14 0.95 0.9891
O 2.577101 -0.096330 3.751541 0.34 0.84 -2.20 -0.5914
O 3.495892 -0.749383 1.422241 -1.24 2.99 0.76 0.0577
C 4.015625 -1.971271 1.847147 -0.11 -1.76 0.95 -0.2895
C 3.742127 -3.012980 0.813267 0.84 -0.88 -1.81 -1.2714
C 4.823452 0.977644 2.902979 -0.70 0.28 -0.24 -1.0014
H 3.546503 -2.421229 2.722116 -0.15 1.04 0.65 0.3801
H 5.095008 -1.946458 1.996828 0.05 0.41 0.21 0.2799
H 3.822151 -4.028156 1.202004 -0.15 0.09 0.40 0.3962
H 4.539939 -2.987741 0.071002 -0.07 0.12 -0.36 0.3797
H 2.810929 -2.955141 0.249680 -0.17 0.30 0.38 0.1262
H 5.278964 1.121610 1.923251 0.30 0.16 0.21 0.2478
H 5.335362 0.236464 3.516746 -0.25 -0.15 -0.26 0.3385
H 4.722043 1.896896 3.479857 0.15 0.08 -0.19 0.4167
C 1.126113 4.867099 -2.615459 1.18 -0.48 -1.10 -0.4464
Br 1.304980 3.530556 -4.091418 -0.31 0.65 0.56 -0.0631
Br 2.656611 6.109577 -2.762247 -0.85 -0.41 0.16 -0.0514
Br 1.177522 3.935285 -0.935325 -0.16 0.52 -0.12 0.1463
H 0.205878 5.403911 -2.845906 0.20 -0.12 0.53 0.4509
C -0.024697 0.793112 0.026752 -0.19 -0.15 -0.14 -0.1095
Br -1.077418 1.455952 1.583600 0.88 -0.53 -1.13 -0.0140
Br -0.986274 1.010838 -1.683641 0.47 -0.11 0.89 -0.0166
Br 0.622883 -1.029140 0.285476 -0.71 0.46 -0.41 0.1508
H 0.920857 1.325637 -0.075470 -0.55 0.32 0.31 -0.0651
```
Forces are in eV/Å.

Computed properties:
Relative energy (zero: lowest compared OMol25 entry of this formula, charge and spin), kcal per mole: 0.0
Net charge: 0
M, g mol⁻¹: 1060.073

C2H4F6LiNO6S2 | ωB97M-V with the def2-TZVPD basis set

```
22
Properties=species:S:1:pos:R:3:forces:R:3:nbo_charge:R:1
Li -0.964324 -0.215744 1.416275 0.14 -0.25 0.44 0.9110
C 1.984054 -1.795936 -0.258788 0.29 0.49 0.29 0.7285
F 1.026060 -2.397884 -0.938990 -0.05 -0.32 -0.07 -0.3016
F 2.186435 -2.437588 0.897349 -0.09 -0.27 -0.11 -0.3188
F 3.113916 -1.807816 -0.951072 -0.11 -0.20 -0.04 -0.2951
S 1.534004 -0.021778 0.129518 -0.70 0.01 0.51 2.2209
O 1.589414 0.102438 1.559666 -0.28 -0.33 0.40 -0.9613
O 2.415553 0.760855 -0.650914 0.22 0.38 -0.62 -0.8922
N -0.054919 0.073463 -0.216139 1.38 0.32 -0.84 -1.3211
S -0.483652 0.411938 -1.729251 -1.37 -0.10 0.03 2.2478
O 0.326845 -0.141361 -2.753125 0.76 -0.20 -0.13 -0.9094
O -1.902263 0.206943 -1.787545 -0.18 -0.02 0.26 -0.9520
C -0.367776 2.243584 -1.933811 0.60 -0.23 0.37 0.7202
F -0.939322 2.535051 -3.087179 -0.32 0.27 -0.16 -0.2997
F -1.013062 2.850738 -0.925751 -0.03 0.07 -0.20 -0.3253
F 0.886108 2.680954 -1.962225 -0.13 0.05 0.09 -0.3001
O -0.810480 -2.119694 2.235634 -0.19 0.15 -0.06 -0.9777
H -0.167130 -2.472472 2.859718 0.09 0.14 -0.09 0.5034
H -1.297709 -2.882265 1.905154 0.03 0.05 -0.03 0.4967
O -2.101272 1.191274 1.988303 -0.29 0.08 0.05 -0.9837
H -2.745606 1.576481 1.381544 0.14 -0.02 -0.07 0.5078
H -2.214876 1.658822 2.821626 0.08 -0.06 0.00 0.5018
```
Forces are in eV/Å.

Computed properties:
Relative energy (zero: lowest compared OMol25 entry of this formula, charge and spin), kcal per mole: 0.0
Net charge: 0
M, g mol⁻¹: 323.118

C18H15CoN3OS3 | ωB97M-V with the def2-TZVPD basis set

```
41
Properties=species:S:1:pos:R:3:forces:R:3:nbo_charge:R:1
Co 0.784773 2.620038 0.287280 -0.07 0.04 -0.07 0.8376
C 5.636691 4.279284 -0.352508 0.00 0.00 -0.02 -0.7552
S 4.369230 5.524799 -0.065864 0.00 0.01 -0.04 0.3410
C 2.914740 4.580605 0.072215 0.02 -0.02 0.18 -0.0746
S 2.931972 2.849871 -0.062909 0.02 0.01 -0.05 -0.1639
N 1.858075 5.312515 0.321222 -0.01 0.00 -0.05 -0.3995
N 0.754160 4.529975 0.451416 0.02 -0.01 0.03 -0.2512
C -0.378309 5.074559 0.703319 0.00 -0.01 -0.01 0.0377
C -1.499251 4.144145 0.825500 0.02 0.01 0.00 0.1685
C -2.802012 4.529011 1.087509 -0.01 0.00 0.00 -0.2283
C -3.778535 3.546828 1.174690 0.00 0.00 0.00 -0.1337
C -3.428475 2.219223 0.999042 0.00 0.00 0.00 -0.2527
C -2.102069 1.906413 0.740455 0.00 0.00 0.01 0.0949
N -1.165141 2.845855 0.657547 0.01 0.00 -0.01 -0.4924
H 6.565476 4.838408 -0.454118 0.00 0.00 0.00 0.2338
H 5.443093 3.726096 -1.267528 0.01 0.00 0.00 0.2364
H 5.713898 3.595360 0.488417 -0.01 0.00 0.00 0.2357
H -0.483708 6.147617 0.814341 0.00 0.00 -0.01 0.2133
H -3.040315 5.575402 1.217994 0.00 0.00 0.00 0.2310
H -4.805606 3.819689 1.377857 0.00 0.00 0.00 0.2278
H -4.163414 1.429915 1.059010 0.00 0.00 0.00 0.2357
H -1.753724 0.891717 0.592781 0.00 0.00 -0.01 0.2501
C -2.095596 -8.019503 -0.974927 0.02 0.00 -0.03 -0.7222
C -1.685791 -6.569067 -0.902069 -0.04 -0.03 -0.02 0.4317
O -2.455303 -5.649893 -0.923178 0.02 0.00 0.03 -0.5430
S 0.091629 -6.379866 -0.780207 0.02 0.02 -0.01 0.1994
C 0.236416 -4.627044 -0.582464 0.01 -0.01 0.04 -0.1923
C -0.000205 -3.768190 -1.648604 0.00 -0.01 -0.02 -0.1937
C 0.129588 -2.402303 -1.478619 0.00 0.00 0.00 -0.1994
C 0.511512 -1.868546 -0.243751 0.00 0.00 0.00 -0.0069
C 0.757546 -2.743794 0.817124 0.00 0.00 0.00 -0.2132
C 0.616030 -4.110597 0.650497 -0.01 0.00 -0.01 -0.2009
C 0.640402 -0.451844 -0.068655 -0.02 0.00 0.02 -0.2305
C 0.745909 0.749511 0.084049 0.03 -0.03 0.01 -0.3203
H -3.153017 -8.080384 -1.218615 -0.01 0.00 0.01 0.2382
H -1.908992 -8.495691 -0.011879 -0.02 0.00 0.01 0.2416
H -1.505682 -8.545413 -1.725945 0.00 0.00 0.01 0.2361
H -0.292998 -4.172882 -2.608313 0.00 0.00 0.00 0.2219
H -0.058498 -1.730462 -2.305325 0.00 0.00 0.00 0.2192
H 1.057347 -2.338601 1.774211 0.00 0.00 0.00 0.2215
H 0.798137 -4.782760 1.479012 0.00 0.00 0.00 0.2206
```
Forces are in eV/Å.

Computed properties:
2S+1: 2
Net charge: 0
M, g mol⁻¹: 444.472
Total energy, Eh: -3511.70694